Computed, not measured: a structure of composition C44H60AsN6O2RbS2 in a non-equilibrium geometry, with wB97M-V/def2-TZVPD.

Computed properties:
**HOMO energy**: -0.2381 Ha
**Max |F|**: 1.1 eV/Å
**2S+1**: 1
**HOMO-LUMO gap**: 6.64 eV

```
116
Properties=species:S:1:pos:R:3:forces:R:3
Rb 0.06842 -0.72158 0.35068 -0.240 0.712 -0.201
C -2.59282 1.61028 2.39540 0.098 -0.130 -0.060
N -1.14600 1.72133 2.25061 0.020 0.086 -0.059
C -0.54703 1.58018 3.57289 -0.038 -0.063 -0.118
C 0.95866 1.61302 3.59146 0.061 0.111 0.139
C 1.62907 2.31978 4.58482 0.060 -0.011 -0.023
C 3.01418 2.28906 4.61535 -0.041 -0.025 -0.047
C 3.68706 1.55994 3.64837 0.030 0.028 0.048
C 2.93736 0.88632 2.69634 0.011 -0.006 -0.043
N 1.60699 0.90686 2.66769 -0.085 -0.159 -0.236
C -0.73510 2.97754 1.61913 -0.032 -0.099 -0.014
C -1.14333 3.07280 0.16951 -0.082 0.149 0.000
C -2.22763 3.84570 -0.22863 0.042 -0.003 -0.002
C -2.59280 3.85786 -1.56464 0.041 -0.036 -0.031
C -1.84306 3.12174 -2.46807 -0.062 0.071 0.026
C -0.75101 2.41824 -1.98726 0.068 -0.035 -0.028
N -0.40716 2.38683 -0.70357 0.100 -0.202 0.078
C -3.35498 1.27871 1.13388 -0.088 -0.001 0.021
C -4.65430 1.74370 0.97110 0.011 0.015 0.029
C -5.37158 1.35406 -0.14928 0.067 -0.023 -0.004
C -4.75703 0.52835 -1.07570 -0.076 0.063 0.065
C -3.45368 0.11815 -0.83184 -0.084 -0.013 -0.092
N -2.76555 0.47050 0.25712 -0.060 -0.049 -0.150
H -3.01843 2.51880 2.85521 -0.016 -0.020 0.019
H -2.78133 0.77918 3.08344 0.024 0.058 0.068
H -0.85357 0.59981 3.94890 -0.023 0.038 0.050
H -0.93015 2.34621 4.26826 0.037 -0.012 0.040
H 1.07384 2.88388 5.32287 -0.032 0.001 -0.026
H 3.55595 2.83090 5.37983 0.015 -0.003 -0.007
H 4.76723 1.51386 3.63107 -0.007 -0.020 -0.022
H 3.41473 0.30295 1.91481 0.018 0.021 0.015
H 0.35414 3.01727 1.65007 -0.006 0.050 0.021
H -1.12953 3.84897 2.17124 -0.017 -0.028 0.006
H -2.78756 4.41138 0.50492 -0.010 -0.018 0.016
H -3.44829 4.43073 -1.89856 -0.005 0.000 0.020
H -2.09754 3.09850 -3.51858 0.035 -0.026 -0.003
H -0.11124 1.85983 -2.66508 -0.047 -0.032 0.007
H -5.09209 2.40074 1.71330 0.008 -0.009 0.003
H -6.39013 1.69223 -0.29443 0.001 0.003 -0.002
H -5.27136 0.18654 -1.96332 0.058 -0.021 -0.022
H -2.95332 -0.55177 -1.52312 -0.035 0.018 0.013
O 2.46945 -2.08028 -0.17291 0.504 -0.008 -0.162
N 2.86809 -0.97225 -0.51022 0.098 -0.030 0.381
C -1.05907 -2.00747 5.42337 -0.063 -0.048 -0.141
C -1.94720 -2.77790 4.44367 0.178 0.111 -0.036
As -1.61641 -2.25778 2.54896 -0.598 -0.548 0.713
C -3.38377 -2.69040 1.78725 -0.003 -0.039 -0.074
C -3.91564 -4.09292 2.06113 0.058 0.109 -0.002
C -0.64504 -3.88236 1.98663 0.135 -0.005 -0.085
C 0.84620 -3.82765 2.31879 -0.235 0.127 -0.025
H -1.11564 -2.43294 6.42678 0.009 0.029 0.021
H -1.36999 -0.96275 5.48554 0.037 0.006 0.028
H -0.01352 -2.02115 5.10723 0.010 0.001 0.049
H -2.99832 -2.59769 4.67682 -0.026 -0.016 -0.077
H -1.77071 -3.85055 4.54012 -0.044 -0.014 -0.046
H -3.28732 -2.53135 0.71005 0.022 0.038 0.024
H -4.08559 -1.93820 2.15839 0.069 0.067 0.013
H -3.25000 -4.85104 1.64944 -0.021 -0.031 0.013
H -4.88989 -4.22192 1.58619 -0.009 -0.024 0.016
H -4.03617 -4.27848 3.13026 0.014 -0.047 -0.005
H -0.78553 -3.97848 0.90567 -0.059 -0.025 0.014
H -1.10375 -4.74964 2.46301 -0.086 0.021 -0.033
H 1.32948 -3.00313 1.79294 0.129 -0.037 0.103
H 1.34332 -4.74608 2.00415 0.034 -0.007 0.032
H 1.00882 -3.69804 3.39135 0.066 -0.009 -0.011
C 6.35215 2.55400 -3.63395 -0.104 -0.005 0.014
C 5.14769 2.25265 -2.78314 -0.024 -0.048 0.013
C 4.42720 3.26132 -2.15633 0.009 -0.014 0.016
C 3.31125 2.97305 -1.38114 -0.008 0.058 0.073
C 2.57161 4.06623 -0.65606 0.027 -0.041 -0.092
C 2.88257 1.65425 -1.27466 0.024 -0.083 -0.051
C 3.57046 0.63684 -1.92583 0.043 0.260 0.082
C 4.72295 0.93785 -2.64021 -0.034 -0.128 -0.063
N 3.10064 -0.71974 -1.77431 0.168 0.137 -0.337
C 2.94989 -1.66336 -2.94582 0.001 -0.332 0.074
C 2.66845 -0.87260 -4.23680 -0.006 0.058 0.108
C 2.54072 -1.83116 -5.42546 0.010 -0.060 -0.057
C 1.35632 -2.77076 -5.21034 0.028 0.011 0.019
C 1.59236 -3.55202 -3.92228 -0.065 -0.005 -0.084
C 2.86180 -4.39539 -4.06559 -0.015 0.047 -0.003
C 4.05963 -3.46736 -4.28726 0.009 -0.070 -0.025
C 3.83551 -2.64182 -5.55828 -0.028 0.001 0.049
C 4.21301 -2.53008 -3.08363 -0.045 0.070 0.009
C 1.75088 -2.60033 -2.73650 -0.010 -0.091 -0.014
H 6.79414 3.51561 -3.37734 0.006 -0.001 0.000
H 6.05916 2.58587 -4.68593 0.078 0.024 -0.011
H 7.11092 1.77954 -3.52263 0.025 0.020 -0.018
H 4.75099 4.29193 -2.25565 0.017 -0.011 0.001
H 3.07552 5.02421 -0.77998 -0.002 0.001 0.030
H 2.50445 3.84274 0.41035 -0.023 0.016 0.006
H 1.55524 4.15638 -1.04017 -0.019 0.027 0.051
H 2.02726 1.42077 -0.65173 -0.052 0.083 -0.130
H 5.31276 0.15539 -3.09540 -0.054 -0.088 -0.031
H 3.45236 -0.15580 -4.46215 0.130 0.095 0.065
H 1.73738 -0.31026 -4.10739 0.022 0.013 0.013
H 2.38823 -1.24003 -6.33276 0.007 0.034 0.031
H 1.26043 -3.46046 -6.05466 -0.021 0.033 -0.026
H 0.42588 -2.19923 -5.14047 -0.008 -0.023 0.009
H 0.73208 -4.18980 -3.71646 -0.023 -0.011 0.042
H 2.75770 -5.08014 -4.91272 0.027 -0.019 0.012
H 3.01934 -5.00189 -3.16884 -0.018 0.000 0.001
H 4.97312 -4.06056 -4.38828 0.000 0.027 0.002
H 3.76767 -3.30798 -6.42283 0.012 0.013 -0.013
H 4.68440 -1.96989 -5.72652 -0.001 -0.010 -0.013
H 5.10401 -1.91170 -3.20777 0.020 0.037 -0.012
H 4.33724 -3.11290 -2.16674 0.027 0.026 0.013
H 1.88312 -3.19952 -1.84308 -0.064 0.012 -0.086
H 0.83910 -2.01648 -2.60572 -0.045 -0.003 -0.002
C -2.48308 -4.97791 -4.66241 -0.107 -0.042 -0.089
O -1.85376 -4.37191 -3.54038 -0.023 0.098 0.083
C -2.38185 -3.23406 -3.02627 -0.104 -0.111 -0.268
S -3.71569 -2.50642 -3.71051 -0.105 0.041 -0.097
S -1.54784 -2.67366 -1.66944 0.308 -0.135 0.422
H -1.88213 -5.85351 -4.90259 0.044 0.035 0.053
H -2.51995 -4.29536 -5.51153 0.014 0.015 0.021
H -3.50308 -5.27968 -4.42118 0.014 0.036 0.007
```
Positions in Å, forces in eV/Å.

Results of the Löwdin charge analysis, in e, for atoms 1 through 99: number 1, Rb, carries 0.563; number 2, C, carries -0.142; number 3, N, carries -0.153; number 4, C, carries -0.154; number 5, C, carries -0.280; number 6, C, carries -0.017; number 7, C, carries -0.060; number 8, C, carries -0.056; number 9, C, carries -0.123; number 10, N, carries 0.099; number 11, C, carries -0.120; number 12, C, carries -0.282; number 13, C, carries -0.023; number 14, C, carries -0.048; number 15, C, carries -0.047; number 16, C, carries -0.129; number 17, N, carries 0.096; number 18, C, carries -0.297; number 19, C, carries -0.039; number 20, C, carries -0.062; number 21, C, carries -0.045; number 22, C, carries -0.147; number 23, N, carries 0.085; number 24, H, carries 0.130; number 25, H, carries 0.117; number 26, H, carries 0.091; number 27, H, carries 0.130; number 28, H, carries 0.112; number 29, H, carries 0.108; number 30, H, carries 0.105; number 31, H, carries 0.100; number 32, H, carries 0.110; number 33, H, carries 0.132; number 34, H, carries 0.118; number 35, H, carries 0.112; number 36, H, carries 0.109; number 37, H, carries 0.112; number 38, H, carries 0.111; number 39, H, carries 0.106; number 40, H, carries 0.101; number 41, H, carries 0.012; number 42, O, carries -0.161; number 43, N, carries -0.090; number 44, C, carries -0.189; number 45, C, carries -0.434; number 46, As, carries 1.124; number 47, C, carries -0.447; number 48, C, carries -0.161; number 49, C, carries -0.455; number 50, C, carries -0.168; number 51, H, carries 0.066; number 52, H, carries 0.049; number 53, H, carries 0.056; number 54, H, carries 0.060; number 55, H, carries 0.061; number 56, H, carries 0.020; number 57, H, carries 0.059; number 58, H, carries 0.061; number 59, H, carries 0.071; number 60, H, carries 0.059; number 61, H, carries 0.033; number 62, H, carries 0.060; number 63, H, carries 0.019; number 64, H, carries 0.075; number 65, H, carries 0.062; number 66, C, carries -0.045; number 67, C, carries -0.256; number 68, C, carries -0.005; number 69, C, carries -0.243; number 70, C, carries -0.033; number 71, C, carries 0.014; number 72, C, carries -0.179; number 73, C, carries 0.006; number 74, N, carries 0.023; number 75, C, carries -0.322; number 76, C, carries -0.068; number 77, C, carries -0.278; number 78, C, carries -0.109; number 79, C, carries -0.274; number 80, C, carries -0.108; number 81, C, carries -0.282; number 82, C, carries -0.113; number 83, C, carries -0.065; number 84, C, carries -0.119; number 85, H, carries 0.076; number 86, H, carries 0.086; number 87, H, carries 0.079; number 88, H, carries 0.118; number 89, H, carries 0.076; number 90, H, carries 0.078; number 91, H, carries 0.069; number 92, H, carries 0.081; number 93, H, carries 0.109; number 94, H, carries 0.108; number 95, H, carries 0.135; number 96, H, carries 0.141; number 97, H, carries 0.123; number 98, H, carries 0.127; number 99, H, carries 0.132